2 unconnected molecules or ions with the total composition C2H8N5O2 at a distorted geometry, computed with the ωB97M-V functional and the def2-TZVPD basis.

The geometry in XYZ format:
```
17
Properties=species:S:1:pos:R:3:lowdin_charge:R:1
C 0.8605 -0.5245 0.7717 -0.16
C -1.1928 -0.7950 1.8689 0.04
N 1.9489 -1.0652 0.7006 0.29
N 0.9143 1.0420 -1.3429 0.16
N -0.1682 0.0432 1.1668 -0.17
N 0.4921 0.3457 -2.2648 -0.39
N -0.6404 1.2724 0.8065 0.12
O -0.4196 -0.6916 -1.8018 0.03
O 0.4856 0.3737 -3.4496 0.12
H -0.8800 -1.8566 2.1472 0.14
H -1.1933 -0.1828 2.7775 0.10
H -2.2106 -0.7600 1.4066 0.12
H 2.2464 -1.5857 -0.1462 0.14
H 1.3949 1.8616 -1.5596 0.11
H -0.8578 1.9858 1.5587 0.17
H -0.6769 -1.0738 -2.7203 0.17
H -0.1030 1.6107 0.0807 0.02
```

The total charge is +1. The value obtained for the gap between HOMO and LUMO is 10.65 eV.

***

2 unconnected molecules or ions with the total composition C2H8NO at a distorted geometry, computed with the ωB97M-V functional and the def2-TZVPD basis.

The geometry in XYZ format:
```
12
Properties=species:S:1:pos:R:3:lowdin_charge:R:1
O -2.6730 -0.6324 0.0496 -0.68
H -3.0150 0.3520 -0.1709 -0.11
C 0.8627 0.1492 0.9575 -0.14
C 0.9497 -0.2979 -0.4884 -0.43
N -0.1180 0.1640 -1.2221 -0.09
H 1.3213 1.1597 1.2698 0.08
H -0.0490 0.0498 1.5784 0.06
H 1.3951 -0.6397 1.4814 0.03
H 1.8813 0.0540 -0.8312 0.07
H 0.8772 -1.3700 -0.6629 0.11
H -1.0819 -0.2033 -0.8990 0.02
H -0.3505 1.2147 -1.0622 0.09
```

The total charge is -1. The value obtained for the gap between HOMO and LUMO is 7.05 eV.

***

2 unconnected molecules or ions with the total composition C2H8NO at a distorted geometry, computed with the ωB97M-V functional and the def2-TZVPD basis.

The geometry in XYZ format:
```
12
Properties=species:S:1:pos:R:3:lowdin_charge:R:1
C -0.2489 -1.5054 0.5307 -0.02
C 1.1816 0.1479 -0.4346 -0.01
N 0.0031 -0.1701 0.2585 0.16
H -1.0700 -1.6060 1.2353 0.12
H -0.4991 -2.1001 -0.3725 0.18
H 0.6256 -2.0511 0.9231 0.15
H 2.0336 -0.3147 0.0909 0.16
H 1.1505 -0.3006 -1.4419 0.17
H 1.2801 1.2193 -0.5329 0.11
H -2.1560 2.6759 -0.1805 0.04
H -1.0603 1.5616 0.1088 -0.04
O -1.2401 2.4434 -0.1849 -0.02
```

The total charge is +1. The value obtained for the gap between HOMO and LUMO is 5.67 eV.

***

2 unconnected molecules or ions with the total composition C2H8NO at a distorted geometry, computed with the ωB97M-V functional and the def2-TZVPD basis.

The geometry in XYZ format:
```
12
Properties=species:S:1:pos:R:3:lowdin_charge:R:1
N 1.4669 2.1595 -0.1463 0.32
H 1.5203 3.1556 -0.3668 0.16
H 1.2054 1.5640 -0.9290 0.15
H 2.3775 1.8079 0.1789 0.17
H 0.7532 2.0427 0.5887 0.14
C -1.2444 -1.9210 -0.4223 0.04
C -0.2689 -1.2229 0.1096 -0.24
O -0.3895 0.1358 0.4292 -0.08
H -1.1461 -2.9565 -0.7172 0.07
H -2.1983 -1.4726 -0.6448 0.07
H 0.7673 -1.4751 0.2325 0.11
H -1.2001 0.5164 0.0636 0.10
```

The total charge is +1. The value obtained for the gap between HOMO and LUMO is 8.85 eV.

***

2 unconnected molecules or ions with the total composition C2H8NO at a distorted geometry, computed with the ωB97M-V functional and the def2-TZVPD basis.

The geometry in XYZ format:
```
12
Properties=species:S:1:pos:R:3:lowdin_charge:R:1
O -0.2789 -1.3606 2.0266 -0.05
H -0.9937 0.4458 0.0470 0.17
H -0.9960 -1.6816 2.5830 0.06
H 0.3118 -0.8353 2.5770 0.05
C 1.0915 0.3953 -0.1641 0.00
C -0.5990 0.7222 -1.8794 0.19
N -0.2804 0.5262 -0.6705 0.02
H 1.8441 0.4136 -0.9451 0.11
H 1.1769 -0.5499 0.3700 0.09
H 1.2343 1.2018 0.5439 0.11
H -1.6425 0.6625 -2.1336 0.13
H 0.1008 0.9066 -2.6754 0.13
```

The total charge is +1. The value obtained for the gap between HOMO and LUMO is 10.57 eV.

***

2 unconnected molecules or ions with the total composition C2H8NO at a distorted geometry, computed with the ωB97M-V functional and the def2-TZVPD basis.

The geometry in XYZ format:
```
12
Properties=species:S:1:pos:R:3:lowdin_charge:R:1
O 1.5885 1.3112 -0.6332 -0.08
H 1.3611 1.9346 -1.3951 0.09
H 2.3687 1.7095 -0.2448 0.04
H 1.1029 -1.2118 0.8596 0.10
C 0.0868 -1.4704 0.6984 -0.01
C -0.7454 -0.3023 0.6686 -0.06
N -1.3536 0.0935 -0.4687 0.21
H -0.0613 -1.8542 -0.3141 0.11
H -0.1994 -2.1435 1.5150 0.13
H -0.7296 0.4467 1.4634 0.16
H -1.2372 -0.3268 -1.4201 0.18
H -1.8869 0.9377 -0.3189 0.14
```

The total charge is +1. The value obtained for the gap between HOMO and LUMO is 10.37 eV.

***

2 unconnected molecules or ions with the total composition C2H8NO at a distorted geometry, computed with the ωB97M-V functional and the def2-TZVPD basis.

The geometry in XYZ format:
```
12
Properties=species:S:1:pos:R:3:lowdin_charge:R:1
C -0.6720 1.0612 0.9019 -0.01
C 1.1970 -0.2705 0.4103 -0.02
N -0.1512 -0.0416 0.2580 0.13
H -1.7268 1.1579 0.6687 0.12
H -0.6194 0.8981 2.0067 0.18
H -0.1301 1.9847 0.6933 0.16
H 1.3398 -1.3578 0.3578 0.15
H 1.8081 0.1018 -0.4410 0.20
H 1.6236 0.1300 1.3393 0.13
H -1.4040 -1.6041 -2.5621 0.06
H -0.7011 -0.8046 -1.3993 -0.04
O -0.5639 -1.2549 -2.2337 -0.05
```

The total charge is +1. The value obtained for the gap between HOMO and LUMO is 5.75 eV.

***

3 unconnected molecules or ions with the total composition C2H8NO at a distorted geometry, computed with the ωB97M-V functional and the def2-TZVPD basis.

The geometry in XYZ format:
```
12
Properties=species:S:1:pos:R:3:lowdin_charge:R:1
N -2.5341 -0.7432 0.1547 0.24
H -3.2112 -0.2011 -0.3858 0.13
H -2.5223 -1.6685 -0.2571 0.13
H -2.6340 -0.8912 1.1607 0.12
H -1.3617 0.2271 0.3203 0.35
O 0.0566 1.2366 -0.1212 0.29
C 1.2457 1.0777 -0.3638 -0.01
C 2.1567 0.0310 0.1351 0.08
H 1.5789 1.6654 -1.3082 0.26
H 2.9737 0.0972 -0.5380 0.11
H 2.4825 0.1535 1.1750 0.16
H 1.7692 -0.9844 0.0283 0.14
```

The total charge is +2. The value obtained for the gap between HOMO and LUMO (alpha / beta) is 12.54 / 9.07 eV. Its spin multiplicity is 2.

***

Quick rundown of E_tot, same order as above: -504.7754, -210.9359, -210.5691, -210.7082, -210.7182, -210.7202, -210.5701, -210.1145 Ha
Quick rundown of energy relative to the best compared isomer or geometry (same formula, charge and spin), same order as above: 121.88, 30.32, 115.44, 28.16, 21.91, 20.64, 114.85, 70.68 kcal per mole
Quick rundown of molecular weight, same order as above: 134.12, 62.09, 62.09, 62.09, 62.09, 62.09, 62.09, 62.09 g/mol